Entry 1:
Formula: C35H34MoN5O3S2
Source: the OMol25 dataset
Level of theory: ωB97M-V with the def2-TZVPD basis set

Values from the calculation:
Net charge ... +1
Molar mass ... 732.76 u
Spin multiplicity ... 3
Energy above the lowest of the compared OMol25 structures with the same formula, charge and spin ... 0.00 kJ/mol

Geometry (Å):
Mo (11.425, 14.715, 12.950)
O (10.839, 13.614, 11.143)
C (10.232, 14.489, 10.290)
C (10.719, 14.598, 8.998)
C (10.070, 15.406, 8.068)
C (8.881, 16.045, 8.376)
C (8.417, 16.029, 9.651)
C (9.059, 15.266, 10.650)
C (8.546, 15.317, 11.991)
N (9.314, 15.136, 13.061)
N (8.727, 15.019, 14.234)
C (9.521, 14.356, 15.113)
O (10.678, 13.907, 14.795)
C (8.909, 14.089, 16.425)
C (9.641, 14.224, 17.632)
C (8.980, 14.377, 18.830)
C (7.608, 14.193, 18.893)
C (6.854, 14.022, 17.726)
C (7.540, 13.910, 16.526)
H (11.645, 14.048, 8.787)
H (10.421, 15.527, 7.033)
H (8.269, 16.405, 7.562)
H (7.627, 16.681, 9.956)
H (7.477, 15.567, 12.108)
H (10.702, 14.275, 17.577)
H (9.594, 14.508, 19.673)
H (7.160, 14.232, 19.899)
H (5.754, 13.913, 17.734)
H (6.981, 13.692, 15.612)
S (13.505, 14.937, 11.451)
C (14.453, 13.511, 11.541)
N (15.688, 13.476, 10.999)
C (16.573, 12.395, 11.486)
C (15.769, 11.109, 11.193)
N (14.401, 11.152, 11.806)
C (13.652, 9.949, 11.750)
C (12.760, 9.735, 10.544)
C (12.868, 8.690, 9.634)
C (11.937, 8.575, 8.650)
C (10.849, 9.460, 8.527)
C (10.710, 10.471, 9.445)
C (11.694, 10.627, 10.407)
C (13.866, 12.316, 12.155)
S (12.820, 12.661, 13.423)
C (16.199, 14.621, 10.294)
C (17.642, 14.453, 9.756)
C (18.777, 14.856, 10.492)
C (20.020, 14.724, 9.932)
C (20.166, 14.151, 8.659)
C (19.056, 13.685, 7.979)
C (17.783, 13.920, 8.523)
H (16.715, 12.463, 12.565)
H (17.518, 12.290, 10.962)
H (16.306, 10.236, 11.574)
H (15.694, 11.027, 10.093)
H (13.138, 9.939, 12.729)
H (14.399, 9.148, 11.668)
H (13.712, 7.964, 9.722)
H (12.099, 7.819, 7.891)
H (10.083, 9.390, 7.658)
H (9.841, 11.184, 9.380)
H (11.660, 11.497, 11.038)
H (16.158, 15.543, 10.946)
H (15.525, 14.838, 9.422)
H (18.688, 15.328, 11.425)
H (20.848, 15.066, 10.509)
H (21.173, 14.018, 8.203)
H (19.278, 13.080, 7.078)
H (16.947, 13.690, 7.839)
N (12.775, 18.346, 11.815)
C (12.236, 17.389, 12.551)
O (11.285, 16.690, 12.045)
C (12.699, 17.171, 13.959)
C (12.185, 15.854, 14.562)
H (12.227, 18.643, 11.044)
H (13.283, 19.123, 12.230)
H (12.283, 18.057, 14.596)
H (13.821, 17.180, 13.930)
H (11.363, 16.042, 15.291)
H (13.004, 15.382, 15.190)



Entry 2:
Formula: C35H34N11O8SSc
Source: the OMol25 dataset
Level of theory: ωB97M-V with the def2-TZVPD basis set

Values from the calculation:
Net charge ... +2
Molar mass ... 813.75 u
Spin multiplicity ... 1
Energy above the lowest of the compared OMol25 structures with the same formula, charge and spin ... 64.74 kJ/mol

Geometry (Å):
Sc (-0.984, -1.226, -0.524)
C (4.416, -2.135, -2.465)
N (2.965, -1.958, -2.343)
C (2.102, -2.189, -1.324)
N (0.876, -1.828, -1.619)
C (1.000, -1.474, -2.998)
N (2.247, -1.500, -3.451)
C (5.201, -0.861, -2.027)
C (6.048, -0.160, -2.870)
C (6.558, 1.054, -2.514)
C (6.276, 1.635, -1.281)
C (5.463, 0.897, -0.365)
C (4.937, -0.329, -0.719)
C (5.114, 1.479, 0.937)
N (5.700, 2.472, 1.489)
N (5.232, 2.559, 2.763)
C (4.372, 1.623, 2.958)
O (4.284, 0.798, 1.784)
C (3.416, 1.382, 4.031)
C (3.408, 2.188, 5.156)
C (2.385, 2.047, 6.074)
C (1.418, 1.039, 5.915)
C (1.444, 0.224, 4.809)
C (0.549, -1.067, 4.777)
N (0.327, -1.653, 3.467)
C (-0.163, -1.155, 2.360)
N (-0.373, -2.039, 1.403)
C (0.023, -3.231, 2.013)
N (0.351, -3.084, 3.292)
C (2.407, 0.490, 3.806)
H (4.583, -2.304, -3.586)
H (4.758, -3.021, -1.859)
H (2.443, -2.503, -0.342)
H (0.115, -1.205, -3.537)
H (6.166, -0.487, -3.908)
H (7.182, 1.601, -3.173)
H (6.718, 2.568, -1.145)
H (4.287, -0.869, 0.005)
H (4.235, 2.843, 5.376)
H (2.420, 2.748, 6.951)
H (0.659, 0.802, 6.637)
H (-0.445, -0.730, 5.180)
H (0.974, -1.906, 5.421)
H (-0.348, -0.068, 2.283)
H (-0.053, -4.222, 1.549)
H (2.333, -0.048, 2.854)
O (-1.689, 2.295, -3.465)
C (-0.781, 2.981, -2.824)
C (-0.434, 4.314, -3.191)
C (0.342, 5.140, -2.421)
C (0.952, 4.538, -1.274)
C (0.749, 3.238, -0.860)
C (-0.101, 2.411, -1.640)
C (-0.583, 1.077, -1.176)
O (-1.132, 0.263, -2.035)
O (-0.370, 0.719, 0.082)
H (-1.713, 1.430, -2.928)
H (-0.883, 4.689, -4.133)
H (0.635, 6.185, -2.776)
H (1.600, 5.208, -0.582)
H (1.190, 2.950, 0.084)
C (-5.766, 1.647, 1.538)
C (-4.326, 1.294, 1.150)
S (-4.058, 0.037, -0.144)
O (-4.061, 0.689, -1.413)
O (-2.832, -0.682, 0.246)
C (-5.424, -1.234, 0.029)
C (-5.768, -2.014, -1.294)
N (-4.557, -2.544, -1.852)
C (-3.466, -3.162, -1.263)
N (-2.331, -2.766, -1.841)
C (-2.671, -2.204, -3.039)
C (-4.031, -2.022, -3.099)
N (-4.798, -1.583, -4.205)
O (-6.047, -1.693, -4.170)
O (-4.198, -1.169, -5.190)
C (-3.601, -4.069, -0.115)
H (-6.417, 1.972, 0.702)
H (-5.769, 2.476, 2.257)
H (-6.241, 0.793, 1.996)
H (-3.673, 0.887, 1.971)
H (-3.752, 2.185, 0.756)
H (-6.281, -0.628, 0.414)
H (-5.130, -1.862, 0.906)
H (-6.139, -1.279, -2.056)
H (-6.495, -2.806, -1.213)
H (-1.903, -2.043, -3.788)
H (-2.859, -4.834, -0.033)
H (-4.580, -4.586, -0.157)
H (-3.631, -3.437, 0.808)



Entry 3:
Formula: C35H34N6ReSSe2Si2
Source: the OMol25 dataset
Level of theory: ωB97M-V with the def2-TZVPD basis set

Values from the calculation:
Molar mass ... 971.06 u
Spin multiplicity ... 2
E_tot ... -7540.9257 hartree

Geometry (Å):
Re (-0.129, 0.289, 0.193)
C (1.354, -1.512, 3.260)
Si (1.054, 0.196, 2.470)
C (0.155, 0.976, 3.932)
C (2.847, 0.711, 2.141)
C (3.693, 0.986, 3.213)
C (5.002, 1.400, 3.008)
C (5.485, 1.546, 1.716)
C (4.646, 1.295, 0.641)
C (3.326, 0.889, 0.831)
Si (2.169, 0.725, -0.645)
C (3.006, -0.551, -1.788)
C (2.285, 2.295, -1.688)
H (1.914, -1.314, 4.179)
H (1.958, -2.191, 2.659)
H (0.440, -2.032, 3.554)
H (0.580, 0.556, 4.846)
H (-0.904, 0.708, 3.908)
H (0.246, 2.061, 3.987)
H (3.327, 0.895, 4.231)
H (5.640, 1.621, 3.855)
H (6.501, 1.879, 1.548)
H (5.025, 1.450, -0.365)
H (3.830, -0.031, -2.282)
H (2.352, -0.935, -2.574)
H (3.446, -1.399, -1.266)
H (3.290, 2.367, -2.108)
H (2.117, 3.198, -1.100)
H (1.582, 2.282, -2.526)
Se (-3.180, -0.577, 0.209)
Se (-2.282, -1.671, 2.162)
C (-0.846, -2.526, 1.362)
C (-0.759, -3.909, 1.563)
C (0.352, -4.592, 1.133)
C (1.377, -3.848, 0.484)
C (1.217, -2.509, 0.308)
N (0.118, -1.806, 0.728)
C (-3.041, 1.154, 0.966)
C (-4.176, 1.945, 1.101)
C (-4.037, 3.186, 1.690)
C (-2.777, 3.581, 2.128)
C (-1.702, 2.734, 1.943)
N (-1.813, 1.529, 1.361)
H (-1.578, -4.413, 2.055)
H (0.440, -5.659, 1.284)
H (2.283, -4.316, 0.125)
H (1.986, -1.927, -0.167)
H (-5.133, 1.582, 0.754)
H (-4.897, 3.832, 1.815)
H (-2.621, 4.535, 2.611)
H (-0.708, 3.018, 2.247)
N (-0.594, 6.772, -1.456)
C (-0.835, 5.656, -1.576)
C (-1.179, 4.271, -1.751)
C (-2.059, 3.886, -2.758)
C (-2.379, 2.547, -2.839)
C (-1.808, 1.665, -1.943)
N (-0.909, 2.015, -1.008)
C (-0.618, 3.320, -0.914)
H (-2.476, 4.618, -3.435)
H (-3.074, 2.175, -3.578)
H (-2.094, 0.631, -1.945)
H (0.083, 3.600, -0.148)
C (-0.361, -1.040, -1.894)
C (-1.614, -1.746, -2.177)
C (-1.853, -2.997, -1.590)
C (-3.056, -3.653, -1.738)
C (-4.063, -3.095, -2.523)
C (-3.822, -1.892, -3.181)
C (-2.619, -1.241, -3.016)
C (-5.320, -3.770, -2.683)
N (-6.328, -4.306, -2.811)
H (-0.085, -0.222, -2.555)
H (0.450, -1.677, -1.581)
H (-1.058, -3.469, -1.030)
H (-3.222, -4.607, -1.255)
H (-4.583, -1.479, -3.830)
H (-2.431, -0.344, -3.593)
S (2.314, 4.568, 2.238)
C (1.439, 3.333, 1.740)
N (0.767, 2.425, 1.381)